[1]
# C34H45ClN2O2PSSiTeTm

C34H45ClN2O2PSSiTeTm as an isolated structure (ωB97M-V/def2-TZVPD, the OMol25 dataset).

Structure (XYZ):
```
89
Properties=species:S:1:pos:R:3
Tm 0.000 0.000 0.000
Cl -5.342 4.134 -3.704
C -4.047 3.447 -2.799
C -3.148 4.279 -2.137
C -2.095 3.721 -1.400
C -1.904 2.334 -1.299
O -0.963 1.778 -0.642
C -2.846 1.550 -1.990
C -2.631 0.103 -1.873
O -1.681 -0.298 -1.206
C -3.908 2.069 -2.734
H -3.249 5.358 -2.181
H -1.396 4.377 -0.885
H -3.329 -0.574 -2.387
H -4.600 1.411 -3.243
C 4.496 0.632 1.369
Te 2.416 0.260 1.729
C 2.781 0.150 3.838
H 5.107 -0.179 1.813
H 4.782 1.624 1.775
H 4.668 0.632 0.273
H 3.274 1.081 4.185
H 3.393 -0.745 4.073
H 1.806 0.063 4.359
C 2.850 -0.640 -3.396
P 1.694 -0.133 -2.060
C 2.817 0.945 -1.095
C 0.604 1.022 -2.955
C 0.413 2.354 -2.562
C -0.445 3.200 -3.273
C -1.137 2.724 -4.383
C -0.978 1.399 -4.777
C -0.119 0.556 -4.066
H 2.344 -1.265 -4.137
H 3.674 -1.226 -2.977
H 3.278 0.226 -3.911
H 3.277 1.722 -1.713
H 3.623 0.348 -0.657
H 2.284 1.427 -0.269
H 0.920 2.762 -1.692
H -0.575 4.230 -2.953
H -1.806 3.380 -4.932
H -1.525 1.016 -5.634
H -0.028 -0.479 -4.389
C 2.911 5.685 -0.809
N 2.895 4.327 -0.273
C 3.774 3.392 -0.970
C 1.808 3.889 0.501
S 1.101 2.368 0.304
N 1.359 4.821 1.452
C 0.026 4.742 2.044
C 2.318 5.605 2.226
H 2.773 5.636 -1.894
H 3.881 6.140 -0.588
H 2.110 6.307 -0.402
H 4.754 3.860 -1.111
H 3.341 3.147 -1.945
H 3.913 2.478 -0.387
H -0.705 4.378 1.317
H -0.281 5.741 2.367
H 0.056 4.070 2.907
H 3.345 5.480 1.876
H 2.281 5.274 3.268
H 2.034 6.660 2.171
C 1.941 -5.609 -1.956
C 2.162 -4.986 -0.731
C 1.240 -4.059 -0.238
C 0.079 -3.742 -0.966
C -0.128 -4.382 -2.201
C 0.796 -5.308 -2.690
Si -1.158 -2.492 -0.320
C -1.712 -3.186 1.331
C -1.526 -2.451 2.515
C -1.939 -2.966 3.747
C -2.542 -4.219 3.815
C -2.735 -4.960 2.652
C -2.324 -4.449 1.418
H 2.658 -6.331 -2.337
H 3.052 -5.224 -0.153
H 1.438 -3.597 0.728
H -1.014 -4.169 -2.798
H 0.621 -5.796 -3.646
H -2.303 -2.386 -1.236
H -1.058 -1.468 2.498
H -1.788 -2.387 4.654
H -2.862 -4.618 4.774
H -3.203 -5.939 2.703
H -2.483 -5.054 0.526
H 0.983 -1.618 0.660
```

The value obtained for the molecular weight is 936.86 g mol⁻¹. As for the spin multiplicity: 3. The total energy comes out at -120399.052 eV. Its expectation value of S² is 2.018. The calculation puts the HOMO-LUMO gap (alpha / beta) at 4.55 / 4.73 eV.

=====

[2]
# C16H24N2O6S2

A 3-piece molecular cluster, C16H24N2O6S2 overall (ωB97M-V/def2-TZVPD, the OMol25 dataset).

Structure (XYZ):
```
50
Properties=species:S:1:pos:R:3
C -0.460 2.955 0.398
C -0.267 2.077 -0.867
O -0.825 0.775 -0.802
C -0.240 -0.029 0.171
C 0.293 -1.392 -0.292
O -0.654 -2.356 -0.831
C -1.109 -1.997 -1.992
N -1.785 -1.589 -2.853
O 0.630 -1.985 0.929
C -0.331 -1.628 1.882
O -0.440 -2.306 2.857
C -1.059 -0.330 1.490
C -2.499 -0.416 1.032
C -3.293 0.708 1.018
C -4.592 0.725 0.579
C -5.083 -0.512 0.172
C -4.227 -1.580 0.257
N -2.971 -1.589 0.647
H -1.277 3.659 0.222
H 0.470 3.495 0.588
H -0.702 2.389 1.299
H 0.791 2.074 -1.170
H -0.792 2.578 -1.687
H 0.680 0.453 0.546
H 1.088 -1.280 -1.026
H -0.830 0.379 2.288
H -2.849 1.647 1.342
H -5.191 1.625 0.553
H -6.097 -0.620 -0.190
H -4.639 -2.548 -0.035
C 2.177 -0.553 4.577
S 2.545 1.196 4.735
O 1.756 1.905 3.688
C 4.241 1.090 4.147
H 1.137 -0.708 4.857
H 2.324 -0.867 3.542
H 2.821 -1.129 5.241
H 4.258 0.666 3.142
H 4.824 0.471 4.829
H 4.656 2.096 4.125
C 2.983 -1.206 -5.288
S 2.065 -0.180 -4.132
O 1.891 -0.974 -2.883
C 0.502 -0.237 -5.015
H 3.992 -1.336 -4.901
H 2.500 -2.179 -5.381
H 3.026 -0.709 -6.257
H 0.177 -1.271 -5.125
H 0.623 0.230 -5.993
H -0.236 0.314 -4.436
```

The value obtained for the molecular weight is 404.51 g mol⁻¹. The calculation puts the energy relative to the best compared isomer or geometry (same formula, charge and spin) at 35.42 kJ/mol. The total energy comes out at -53913.548 eV. The calculation puts the HOMO-LUMO gap at 9.71 eV.

=====

[3]
# C30H31N2O3Ti

C30H31N2O3Ti as an isolated structure (ωB97M-V/def2-TZVPD, the OMol25 dataset).

Structure (XYZ):
```
67
Properties=species:S:1:pos:R:3
Ti -0.591 1.318 -0.658
C 1.445 2.463 -0.314
C 1.670 1.531 -1.382
C 0.851 1.917 -2.487
H 2.434 0.757 -1.405
C 0.135 3.099 -2.114
C 0.507 3.441 -0.778
H 0.207 4.341 -0.246
H 1.967 2.472 0.640
H 0.847 1.436 -3.464
H -0.488 3.702 -2.770
C -1.516 0.874 1.627
C -1.101 2.231 1.484
C -1.933 2.841 0.482
H -0.349 2.734 2.091
C -2.824 1.841 -0.009
C -2.545 0.619 0.674
H -3.099 -0.310 0.550
H -1.219 0.197 2.428
H -1.979 3.893 0.208
H -3.648 2.018 -0.699
O -1.660 1.025 -2.072
C -3.706 2.272 -3.426
C -3.040 1.101 -3.995
C -3.237 3.625 -3.729
C -5.085 2.124 -2.926
C -2.473 0.199 -2.885
H -2.206 1.418 -4.636
H -3.745 0.506 -4.586
H -3.267 -0.237 -2.265
H -1.862 -0.611 -3.299
H -3.536 3.953 -4.744
H -2.145 3.707 -3.670
H -3.676 4.350 -3.028
H -5.829 2.153 -3.747
H -5.350 2.955 -2.253
H -5.243 1.177 -2.392
O -1.331 -1.860 -0.526
C -0.284 -1.672 0.085
N 0.393 -2.597 0.866
C 1.583 -2.076 1.484
C 1.566 -0.652 0.911
O 2.468 0.157 1.136
N 0.447 -0.466 0.135
C 1.474 -2.081 3.012
C 1.211 -0.905 3.717
C 1.302 -0.893 5.118
C 1.587 -2.069 5.813
C 1.732 -3.271 5.111
C 1.670 -3.280 3.713
C 2.827 -2.780 0.968
C 4.006 -2.815 1.720
C 5.168 -3.367 1.173
C 5.158 -3.872 -0.129
C 3.974 -3.847 -0.877
C 2.807 -3.305 -0.323
H -0.015 -3.514 1.026
H 0.994 0.026 3.185
H 1.158 0.055 5.641
H 1.690 -2.049 6.899
H 1.914 -4.205 5.642
H 1.812 -4.212 3.162
H 4.010 -2.398 2.727
H 6.078 -3.385 1.771
H 6.071 -4.280 -0.567
H 3.942 -4.234 -1.897
H 1.879 -3.289 -0.903
```

As for the total charge: -2. The value obtained for the molecular weight is 515.46 g mol⁻¹. As for the spin multiplicity: 2. The calculation puts the energy relative to the best compared isomer or geometry (same formula, charge and spin) at 0.00 kJ/mol. The total energy comes out at -63849.837 eV. Its expectation value of S² is 0.755. The calculation puts the HOMO-LUMO gap (alpha / beta) at 1.84 / 1.81 eV.

=====

[4]
# C4H7NO

C4H7NO in the gas phase (ωB97M-V/def2-TZVPD, the OMol25 dataset).

Structure (XYZ):
```
13
Properties=species:S:1:pos:R:3
C -0.792 0.434 -1.293
N 0.364 0.417 -0.388
C 1.104 -1.314 0.389
C 0.047 -0.576 0.858
C 0.125 1.008 1.011
O -0.921 1.615 1.302
H -0.894 -0.518 -1.821
H -0.588 1.209 -2.041
H -1.721 0.695 -0.774
H 0.991 -2.355 0.072
H 2.122 -0.936 0.411
H -0.958 -0.980 0.886
H 1.121 1.301 1.386
```

The value obtained for the molecular weight is 85.11 g mol⁻¹. The calculation puts the energy relative to the best compared isomer or geometry (same formula, charge and spin) at 534.77 kJ/mol. The total energy comes out at -7794.102 eV. The calculation puts the HOMO-LUMO gap (alpha / beta) at 7.50 / 7.50 eV.

=====

[5]
# C53H80B3F4N5O29S3

A 15-piece molecular cluster, C53H80B3F4N5O29S3 overall (ωB97M-V/def2-TZVPD, the OMol25 dataset).

Structure (XYZ):
```
177
Properties=species:S:1:pos:R:3
C -25.670 13.472 -24.190
N -26.730 13.624 -23.100
C -27.661 12.616 -23.077
C -28.745 12.768 -22.254
C -28.843 13.842 -21.456
C -27.805 14.824 -21.400
C -26.773 14.752 -22.361
C -29.897 13.968 -20.426
C -29.621 14.454 -19.160
C -30.644 14.616 -18.174
N -31.881 14.212 -18.500
C -32.143 13.693 -19.688
C -31.225 13.668 -20.724
C -32.975 14.311 -17.530
H -25.770 12.504 -24.682
H -24.725 13.309 -23.672
H -25.656 14.274 -24.928
H -27.612 11.829 -23.815
H -29.558 12.065 -22.357
H -27.854 15.732 -20.816
H -26.096 15.556 -22.606
H -28.651 14.887 -18.966
H -30.619 15.143 -17.232
H -33.173 13.388 -19.800
H -31.550 13.322 -21.694
H -32.734 14.676 -16.532
H -33.531 13.377 -17.448
H -33.706 15.014 -17.930
B -31.503 17.500 -20.330
H -30.767 17.218 -19.593
H -31.560 18.576 -20.279
H -31.240 17.217 -21.338
H -32.435 17.107 -19.954
B -32.316 15.449 -23.386
H -33.350 15.596 -23.659
H -31.827 16.409 -23.426
H -32.269 14.991 -22.410
H -31.839 14.840 -24.139
B -32.917 17.628 -15.416
H -32.535 17.604 -14.407
H -33.951 17.322 -15.440
H -32.903 18.640 -15.790
H -32.312 16.869 -15.887
C -25.841 18.353 -20.262
C -27.384 18.278 -19.961
O -28.146 18.996 -20.696
O -27.928 17.602 -19.034
H -25.736 18.028 -21.297
H -25.286 17.786 -19.514
H -25.499 19.386 -20.203
C -30.497 13.029 -30.144
C -31.331 13.480 -29.121
C -30.880 13.383 -27.835
C -29.615 12.805 -27.603
C -28.717 12.469 -28.646
C -29.218 12.623 -29.944
N -29.138 12.809 -26.252
O -27.953 12.440 -26.055
O -29.936 13.023 -25.365
H -30.784 13.163 -31.176
H -32.279 13.971 -29.287
H -31.454 13.788 -27.014
H -27.695 12.153 -28.496
H -28.583 12.379 -30.783
C -35.593 11.185 -16.217
C -35.909 11.342 -17.585
C -34.948 10.902 -18.498
C -33.724 10.379 -18.022
C -33.531 10.197 -16.695
C -34.489 10.566 -15.712
N -32.554 10.160 -18.920
O -32.690 10.178 -20.158
O -31.486 10.153 -18.393
H -36.256 11.497 -15.424
H -36.746 11.862 -18.027
H -34.841 11.246 -19.516
H -32.586 9.799 -16.356
H -34.242 10.532 -14.661
C -24.164 13.455 -19.963
C -23.149 13.432 -20.967
C -22.327 14.572 -21.083
C -22.451 15.538 -20.130
C -23.437 15.509 -19.088
C -24.311 14.513 -19.061
N -21.434 16.602 -20.057
O -20.655 16.699 -21.030
O -21.361 17.332 -19.025
H -24.822 12.600 -19.937
H -23.057 12.528 -21.550
H -21.668 14.628 -21.936
H -23.529 16.200 -18.263
H -25.131 14.580 -18.361
O -27.046 12.980 -18.156
S -27.624 12.266 -17.000
O -29.022 12.461 -16.678
O -27.272 10.696 -17.290
C -28.297 9.879 -17.882
C -28.399 10.007 -19.498
C -26.563 12.487 -15.481
H -29.272 10.062 -17.431
H -27.918 8.895 -17.606
H -27.447 9.751 -19.963
H -28.595 11.057 -19.715
H -29.002 9.272 -20.031
H -27.122 13.194 -14.868
H -25.607 12.979 -15.658
H -26.506 11.503 -15.014
O -26.911 16.867 -24.818
S -27.448 18.127 -25.297
O -26.687 19.125 -26.065
O -28.931 17.875 -26.143
C -29.693 16.686 -25.834
C -31.078 16.660 -26.386
C -28.263 18.886 -23.808
H -29.831 16.642 -24.753
H -29.093 15.819 -26.110
H -31.561 15.764 -25.996
H -31.145 16.816 -27.462
H -31.635 17.469 -25.914
H -28.846 18.112 -23.310
H -29.095 19.452 -24.226
H -27.470 19.417 -23.281
O -25.755 9.866 -25.716
S -26.391 9.411 -26.951
O -27.745 9.024 -26.967
O -26.012 10.543 -28.073
C -24.656 10.913 -28.339
C -24.933 12.397 -28.349
C -25.384 8.017 -27.667
H -24.498 10.546 -29.353
H -23.939 10.766 -27.531
H -25.724 12.661 -29.051
H -24.064 12.940 -28.722
H -25.154 12.831 -27.374
H -25.619 7.892 -28.724
H -25.746 7.119 -27.165
H -24.386 8.308 -27.340
C -33.839 13.904 -12.164
C -35.267 14.170 -11.853
O -35.959 13.894 -13.098
C -35.111 13.913 -14.096
O -35.351 13.972 -15.243
O -33.859 14.213 -13.528
F -35.223 15.466 -11.608
H -33.569 12.871 -11.942
H -33.181 14.690 -11.794
H -35.582 13.688 -10.927
C -34.146 12.434 -24.912
C -34.081 12.327 -23.455
O -32.814 11.761 -23.224
C -32.380 11.128 -24.368
O -31.308 10.559 -24.540
O -33.282 11.322 -25.269
F -35.072 11.741 -22.916
H -33.706 13.379 -25.232
H -35.173 12.397 -25.274
H -34.192 13.312 -23.002
C -22.704 17.533 -25.752
C -23.302 17.292 -24.390
O -23.140 15.867 -24.275
C -23.131 15.339 -25.598
O -23.208 14.131 -25.853
O -23.110 16.437 -26.458
F -24.532 17.660 -24.306
H -21.619 17.445 -25.810
H -23.092 18.442 -26.213
H -22.791 17.879 -23.627
C -30.738 10.658 -12.556
C -29.688 11.709 -12.701
O -30.183 12.626 -13.555
C -31.305 12.035 -14.244
O -31.938 12.596 -15.214
O -31.491 10.843 -13.737
F -28.656 11.102 -13.313
H -31.337 10.689 -11.647
H -30.302 9.663 -12.465
H -29.347 12.291 -11.845
```

As for the total charge: -2. The value obtained for the molecular weight is 1455.86 g mol⁻¹. The total energy comes out at -168465.047 eV. The calculation puts the HOMO-LUMO gap at 3.33 eV.

=====

[6]
# C32H28N2O5

A 2-piece molecular cluster, C32H28N2O5 overall (ωB97M-V/def2-TZVPD, the OMol25 dataset).

Structure (XYZ):
```
67
Properties=species:S:1:pos:R:3
C -2.203 -5.237 -1.246
C -0.771 -4.751 -1.248
O -0.675 -3.363 -1.444
C 0.647 -3.002 -1.495
C 0.913 -1.630 -1.781
C 2.186 -1.039 -1.914
O 2.277 0.177 -2.084
C 3.445 -1.834 -1.843
C 3.701 -2.885 -2.715
C 4.872 -3.597 -2.620
C 5.810 -3.266 -1.662
N 7.035 -4.048 -1.538
O 7.867 -3.703 -0.692
O 7.187 -5.027 -2.277
C 5.578 -2.200 -0.814
C 4.409 -1.485 -0.909
O 1.550 -3.812 -1.321
H -2.265 -6.318 -1.122
H -2.771 -4.772 -0.442
H -2.703 -4.978 -2.178
H -0.258 -4.976 -0.302
H -0.187 -5.221 -2.052
H 0.069 -0.975 -1.889
H 2.945 -3.158 -3.432
H 5.076 -4.421 -3.284
H 6.330 -1.943 -0.087
H 4.214 -0.648 -0.261
C -2.992 0.689 6.184
N -3.531 1.338 4.986
C -4.509 2.377 5.321
C -2.786 1.386 3.771
C -3.016 0.456 2.735
C -2.368 0.559 1.534
C -1.437 1.592 1.289
C -0.903 1.896 -0.026
C 0.272 2.696 -0.269
C 0.204 3.241 -1.571
C 1.195 4.115 -2.016
C 2.266 4.382 -1.190
C 2.362 3.806 0.077
C 1.375 2.980 0.553
C -0.992 2.716 -2.203
C -1.630 1.856 -1.275
C -2.836 1.231 -1.632
C -3.360 1.451 -2.883
C -2.730 2.308 -3.786
C -1.557 2.951 -3.455
C -1.164 2.474 2.357
C -1.824 2.391 3.549
H -2.149 0.052 5.927
H -2.658 1.439 6.897
H -3.763 0.085 6.654
H -4.794 2.935 4.433
H -5.397 1.917 5.747
H -4.094 3.066 6.052
H -3.739 -0.324 2.907
H -2.562 -0.164 0.764
H 1.115 4.572 -2.986
H 3.044 5.046 -1.525
H 3.233 3.997 0.682
H 1.460 2.521 1.523
H -3.351 0.598 -0.933
H -4.273 0.957 -3.175
H -3.179 2.484 -4.749
H -1.088 3.641 -4.136
H -0.477 3.284 2.192
H -1.645 3.111 4.329
```

The value obtained for the molecular weight is 520.59 g mol⁻¹. The calculation puts the energy relative to the best compared isomer or geometry (same formula, charge and spin) at 661.42 kJ/mol. The total energy comes out at -46850.006 eV. The calculation puts the HOMO-LUMO gap at 2.97 eV.

=====

[7]
# C11H19O3S

A 2-piece molecular cluster, C11H19O3S overall (ωB97M-V/def2-TZVPD, the OMol25 dataset).

Structure (XYZ):
```
34
Properties=species:S:1:pos:R:3
C 0.344 -1.739 1.290
C -0.182 -0.431 1.799
C -0.097 0.516 0.518
C 0.730 -1.543 -0.091
C -0.095 -0.406 -0.650
C 1.254 -2.698 -0.936
C -1.570 -0.891 -1.054
C 0.513 0.346 -1.854
C -0.646 2.747 1.510
C -1.038 1.664 0.510
C 2.594 -0.698 0.580
O 2.677 1.884 -0.232
O 0.490 -2.702 2.043
O 4.689 0.670 0.666
S 3.518 0.643 -0.311
H -1.219 -0.478 2.357
H 0.487 -0.002 2.589
H 0.876 1.077 0.423
H 0.456 -3.243 -1.390
H 2.070 -3.170 -0.440
H 1.900 -2.194 -1.657
H -1.804 -0.060 -1.720
H -2.422 -0.971 -0.282
H -1.575 -1.758 -1.717
H 0.672 -0.599 -2.428
H 1.333 0.905 -1.507
H -0.092 0.885 -2.644
H -0.557 2.507 2.549
H -1.369 3.602 1.371
H 0.328 2.944 1.213
H -0.836 2.228 -0.550
H -2.035 1.388 0.731
H 2.997 -1.744 0.818
H 2.353 -0.295 1.641
```

As for the total charge: -1. The value obtained for the molecular weight is 231.34 g mol⁻¹. The calculation puts the energy relative to the best compared isomer or geometry (same formula, charge and spin) at 180.00 kJ/mol. The total energy comes out at -28690.394 eV. The calculation puts the HOMO-LUMO gap at 7.23 eV.